Here is a molecular structure, C30H44CdClN5O13P2SSe at a distorted geometry from the Open Molecules 2025 dataset. Energies are from ωB97M-V with the def2-TZVPD basis set.

Results
Calculated total energy in eV: -177736.4829
Total charge: 0
Orbital gap in eV: 6.9036
Energy relative to the best compared isomer or geometry (same formula, charge and spin) in kcal/mol: 48.3

Last column: Löwdin charge in e.
Atoms and positions in Å:
Cd -0.71404 1.28237 -1.23264  1.213
C -0.80626 -3.40288 2.38544  -0.028
C -0.70440 -2.18354 1.47802  -0.422
C 0.69357 -1.58737 1.52997  -0.032
O -1.65884 -1.17867 1.90556  -0.205
P -2.51539 -0.37542 0.79887  0.514
O -1.79794 -0.34228 -0.48500  -0.331
C -2.71370 1.18497 1.70700  -0.194
P -1.05631 1.90993 1.82254  0.515
O -0.03442 1.64098 0.78608  -0.370
O -0.42992 1.39226 3.19423  -0.164
C -1.12622 1.59612 4.43645  -0.448
C -0.16088 2.22426 5.43216  -0.027
C -1.66815 0.26507 4.95045  -0.028
O -1.43799 3.43247 2.04103  -0.178
C -0.52747 4.52986 1.82858  -0.425
C -0.76577 5.51930 2.96426  -0.029
C -0.79273 5.15590 0.46823  -0.041
O -3.88268 -1.11278 0.57406  -0.142
C -4.92464 -1.54071 1.45799  -0.410
C -5.50160 -0.42563 2.31709  -0.036
C -4.44433 -2.70317 2.31362  -0.039
H -0.06159 -4.13328 2.08036  0.093
H -1.78140 -3.87548 2.32057  0.064
H -0.61978 -3.12400 3.42037  0.086
H -0.93959 -2.46252 0.44524  0.137
H 0.92593 -1.30202 2.55249  0.087
H 0.73341 -0.69923 0.90384  0.048
H 1.42871 -2.30792 1.17850  0.096
H -3.09722 0.98048 2.69946  0.061
H -3.38740 1.86104 1.19656  0.070
H -1.95164 2.29951 4.26182  0.134
H 0.66514 1.54915 5.62503  0.088
H -0.67362 2.43433 6.36667  0.091
H 0.24415 3.14693 5.02851  0.067
H -0.84635 -0.39735 5.20730  0.091
H -2.26359 -0.23275 4.18992  0.049
H -2.27803 0.42750 5.83686  0.092
H 0.49946 4.14658 1.87503  0.138
H -1.81833 5.79236 2.98094  0.092
H -0.16599 6.41193 2.80597  0.088
H -0.49845 5.08052 3.92390  0.065
H -1.83107 5.46797 0.40565  0.096
H -0.61290 4.42356 -0.31364  0.007
H -0.15072 6.01869 0.31155  0.092
H -5.70129 -1.87677 0.76191  0.152
H -4.86487 -0.21458 3.17348  0.072
H -6.46999 -0.74994 2.69094  0.093
H -5.62698 0.47334 1.72116  0.087
H -3.62254 -2.37667 2.94761  0.067
H -4.09652 -3.51575 1.67908  0.088
H -5.25806 -3.05780 2.94091  0.091
O -4.03493 3.30474 -2.03364  -0.249
Cl -3.25526 2.23784 -1.57009  0.637
O -4.04034 1.33467 -0.81313  -0.326
O -2.20503 2.74960 -0.71298  -0.479
O -2.61482 1.57893 -2.65143  -0.375
O 3.96910 -5.31406 -2.35342  -0.380
S 3.78859 -6.06329 -3.58780  0.409
O 4.17964 -7.45323 -3.52308  -0.358
O 4.18254 -5.34996 -4.79993  -0.363
C 1.98144 -5.93139 -3.88517  -0.341
N 1.18569 -6.80441 -4.48737  0.133
C -0.02641 -6.38071 -4.80721  -0.121
C -0.50439 -5.11784 -4.47914  0.008
C 0.41773 -4.27312 -3.85842  -0.221
N 1.65384 -4.69047 -3.61008  0.125
C 0.17074 -2.89057 -3.44481  -0.117
C 1.18498 -2.25491 -2.71738  0.029
C 1.00908 -0.95227 -2.31925  -0.136
N -0.08920 -0.24432 -2.61015  -0.100
C -1.05079 -0.84408 -3.31368  -0.136
C -0.97156 -2.15280 -3.74621  0.022
H -0.65903 -7.08762 -5.32948  0.107
H -1.52439 -4.82650 -4.68380  0.098
H 2.07635 -2.82355 -2.49775  0.121
H 1.77558 -0.42989 -1.75114  0.102
H -1.91417 -0.23464 -3.53565  0.093
H -1.78544 -2.57813 -4.31098  0.112
C 3.07525 2.42252 0.11478  -0.015
N 3.44306 2.25062 -1.26198  -0.070
C 2.63056 2.34551 -2.33485  -0.687
Se 0.85581 2.93915 -2.39997  0.666
N 3.37456 2.11802 -3.44353  0.129
C 4.68624 1.88507 -3.09183  -0.167
C 5.83252 1.62676 -3.82899  0.006
C 7.01205 1.47417 -3.12251  -0.068
C 7.04982 1.56037 -1.73240  -0.070
C 5.91083 1.80522 -0.98889  0.001
C 4.72660 1.97260 -1.68981  -0.155
H 1.98948 2.44423 0.20298  0.031
H 3.49074 3.35770 0.49532  0.110
H 3.46752 1.58807 0.69655  0.108
H 2.99077 2.11872 -4.37671  0.163
H 5.80147 1.53987 -4.90201  0.118
H 7.92528 1.28302 -3.65963  0.109
H 7.99003 1.42959 -1.22240  0.108
H 5.93910 1.86190 0.08705  0.113

Here is a molecular structure, C30H44ClF3N4O30S10 at a distorted geometry from the Open Molecules 2025 dataset. Energies are from ωB97M-V with the def2-TZVPD basis set.

Results
Calculated total energy in eV: -228228.8044
Total charge: 0
Orbital gap in eV: 7.5684
Energy relative to the best compared isomer or geometry (same formula, charge and spin) in kcal/mol: 0.0

Last column: Löwdin charge in e.
Atoms and positions in Å:
C 0.49170 -2.38106 1.40877  -0.146
C 0.36757 -2.18121 -0.10678  -0.552
S -1.03878 -1.17114 -0.62866  0.920
C -0.33311 0.50311 -0.87846  -0.379
C -1.30854 1.53730 -0.35794  -0.190
C -1.58632 1.77410 0.96088  -0.123
C -0.88172 1.00878 2.05995  -0.054
C 0.08031 1.80828 2.97967  -0.222
O 1.08842 0.88340 3.41246  -0.007
C 0.79682 2.95459 2.27050  -0.559
F 1.24819 2.62142 1.05487  0.166
F 1.90439 3.29825 2.98214  0.122
F 0.03923 4.05542 2.22687  0.172
C -2.57970 2.77372 1.37674  -0.191
C -2.90250 2.97998 2.83356  -0.189
C -4.39785 2.70674 3.13736  -0.462
S -4.65743 2.18033 4.84200  1.001
C -3.80852 0.67435 4.87733  -0.689
N -4.14402 -0.49580 4.42173  0.070
N -3.13677 -1.36877 4.71268  0.051
C -2.20072 -0.70443 5.32685  -0.184
O -2.58128 0.56686 5.44274  -0.019
C -3.19568 3.48614 0.40252  -0.526
Cl -4.36544 4.72393 0.74795  0.774
C -2.92887 3.26687 -0.97077  -0.403
N -3.53160 3.90711 -1.97490  -0.216
S -2.87924 3.27523 -3.30592  1.026
N -1.85859 2.20658 -2.68864  -0.206
C -1.98432 2.29250 -1.36052  -0.313
H -0.48052 -2.30170 1.89168  0.062
H 1.08141 -1.55256 1.81356  0.047
H 1.03361 -3.28917 1.66257  0.072
H 0.20318 -3.16563 -0.54086  0.053
H 1.30215 -1.84252 -0.54499  0.061
H 0.62662 0.58247 -0.37107  0.079
H -0.19735 0.66253 -1.94357  0.065
H -1.59931 0.46842 2.67919  0.130
H -0.26172 0.25452 1.59371  0.073
H -0.40411 2.13019 3.89532  0.150
H 1.71398 0.79322 2.68404  0.090
H -2.30072 2.33322 3.45469  0.060
H -2.71275 4.02712 3.07678  0.124
H -4.95281 3.63325 3.03678  0.039
H -4.78555 1.98699 2.42049  0.069
H -1.28198 -1.12043 5.69725  0.135
C -5.63913 -1.48120 -1.93606  -0.143
C -5.02214 -0.24816 -2.55345  -0.165
O -5.40127 0.82410 -1.66381  -0.189
S -5.47269 0.26508 -0.17097  0.595
O -4.23996 0.56655 0.46827  -0.213
O -6.71847 0.62518 0.40241  -0.208
O -5.47413 -1.28905 -0.52333  -0.175
H -6.70658 -1.55169 -2.15369  0.136
H -5.14433 -2.39499 -2.25185  0.140
H -5.38770 -0.05563 -3.55577  0.124
H -3.93228 -0.31580 -2.56842  0.107
C 4.62045 4.57101 2.01670  -0.174
C 3.70146 5.30173 1.06185  -0.162
O 4.40102 6.51890 0.76514  -0.180
S 5.97871 6.25568 0.77658  0.599
O 6.42873 6.04317 -0.55102  -0.216
O 6.58670 7.21218 1.62617  -0.211
O 5.94003 4.83541 1.52195  -0.202
H 4.54528 4.97095 3.02941  0.138
H 4.43370 3.50105 2.03598  0.119
H 2.73000 5.51756 1.49582  0.129
H 3.56792 4.74707 0.13036  0.137
C -1.41037 -0.48313 -7.39353  -0.144
C -1.71637 -1.96573 -7.42050  -0.162
O -1.98202 -2.29648 -6.05344  -0.202
S -2.66560 -1.05550 -5.32034  0.596
O -4.07505 -1.24635 -5.30864  -0.219
O -1.94591 -0.77237 -4.13520  -0.223
O -2.32227 0.05155 -6.42460  -0.183
H -0.39226 -0.29016 -7.05016  0.138
H -1.56420 -0.00601 -8.35747  0.136
H -0.88870 -2.56024 -7.79630  0.101
H -2.61411 -2.17767 -8.00574  0.142
C 5.19278 -3.92936 -3.20147  -0.157
C 4.24081 -2.79530 -3.49650  -0.150
O 2.93012 -3.36881 -3.34080  -0.229
S 2.98320 -4.48139 -2.19521  0.609
O 2.53683 -3.90826 -0.97278  -0.227
O 2.42789 -5.68902 -2.68613  -0.211
O 4.57575 -4.63543 -2.11687  -0.179
H 5.28406 -4.61069 -4.05040  0.134
H 6.17739 -3.57776 -2.90915  0.123
H 4.35403 -2.39916 -4.50208  0.145
H 4.36007 -1.98605 -2.77434  0.092
C 6.87490 1.25790 0.26741  -0.147
C 6.25510 -0.00342 0.83260  -0.151
O 5.25295 -0.36556 -0.13164  -0.185
S 5.73864 0.05483 -1.59382  0.594
O 6.32554 -1.07128 -2.23100  -0.223
O 4.70891 0.80882 -2.20846  -0.203
O 6.92320 1.02651 -1.14769  -0.175
H 6.24850 2.13330 0.45048  0.122
H 7.87359 1.44302 0.65179  0.141
H 5.80247 0.14847 1.80815  0.135
H 6.98149 -0.81587 0.89214  0.136
C 0.04815 -6.13234 -7.41310  -0.155
C 0.42681 -4.75937 -7.92556  -0.155
O 0.01004 -3.86447 -6.88760  -0.261
S 0.16893 -4.58908 -5.45368  0.646
O 1.39937 -4.19663 -4.86550  -0.208
O -1.06067 -4.47912 -4.76146  -0.190
O 0.33032 -6.08354 -6.01301  -0.169
H -1.01833 -6.32774 -7.54410  0.137
H 0.62190 -6.92660 -7.88289  0.137
H -0.06820 -4.50978 -8.86039  0.136
H 1.50781 -4.66291 -8.04900  0.137
C -2.59272 -0.89028 9.51810  -0.162
C -2.20130 0.47133 8.98498  -0.170
O -2.42897 1.36344 10.08124  -0.183
S -2.14108 0.60395 11.46254  0.602
O -0.82684 0.91163 11.89701  -0.217
O -3.26495 0.77360 12.30769  -0.213
O -2.13599 -0.88743 10.87606  -0.186
H -3.67635 -1.02196 9.51856  0.137
H -2.13196 -1.70558 8.96673  0.133
H -2.79284 0.76556 8.12268  0.121
H -1.13957 0.51232 8.72957  0.136